Below is a structure of composition C34H48N6O7S2SbSi3V in a non-equilibrium geometry, with properties calculated with ωB97M-V with the def2-TZVPD basis set.

As for the charge: -1. Its frontier orbital gap (alpha / beta) is 5.6 / 5.8 eV. As for the spin multiplicity: 2.

XYZ file:
```
102
Properties=species:S:1:pos:R:3:forces:R:3
V 0.211006 0.123627 0.356897 -1.3 -0.9 -0.4
N -3.611149 -2.182235 -1.201297 -0.3 0.0 -0.1
C -2.420273 -1.666695 -0.758554 0.7 -0.3 0.1
S -1.033240 -2.030770 -1.673684 -0.4 -0.1 0.0
N -2.483148 -0.994528 0.360753 -1.8 -0.1 -0.1
N -1.358382 -0.659071 1.024116 0.5 -0.8 0.2
C -1.414688 -0.866338 2.349116 0.1 0.0 0.7
C -2.638132 -1.320116 3.013541 -0.3 -0.2 0.2
C -3.866725 -0.700842 2.755761 0.1 0.1 0.3
C -5.006337 -1.080283 3.435281 -0.1 0.1 0.0
C -4.959259 -2.104217 4.367643 0.0 -0.1 0.1
C -3.756598 -2.750991 4.607290 -0.2 -0.1 0.1
C -2.612496 -2.369274 3.933670 0.1 0.2 -0.2
C -0.243005 -0.507445 3.062356 -0.8 -0.2 -0.1
C -0.071873 -0.555283 4.459738 0.3 0.1 0.3
C 1.092332 -0.080225 5.015811 -0.5 -0.2 -0.1
C 2.076024 0.447350 4.178886 0.1 0.1 -0.7
C 1.838626 0.478473 2.816188 1.2 0.4 1.1
N 0.727993 0.016423 2.267156 -0.5 -0.5 0.1
H -3.634525 -2.365715 -2.190831 -0.1 0.0 0.0
H -4.445779 -1.805208 -0.780779 0.0 0.0 0.0
H -3.935529 0.083670 2.015219 0.0 0.0 -0.1
H -5.942574 -0.574376 3.238608 0.0 0.0 0.0
H -5.855773 -2.406065 4.890769 0.0 0.0 0.0
H -3.715135 -3.569254 5.313698 0.0 0.0 0.0
H -1.682528 -2.895197 4.091200 0.1 -0.1 0.1
H -0.861469 -0.952831 5.077260 0.0 0.0 0.0
H 1.236340 -0.095695 6.085908 0.0 0.0 0.1
H 2.998739 0.837196 4.573365 0.1 0.1 0.0
H 2.573386 0.910739 2.149702 0.0 0.0 0.0
O -0.233107 5.526325 3.839102 0.1 0.1 0.2
C 0.609598 4.681346 3.170711 0.3 0.2 0.2
O 1.792063 4.849199 3.226836 -0.4 0.0 0.0
C -0.074767 3.585566 2.473335 -0.2 -0.4 -0.4
C -1.311976 3.063519 2.814488 0.3 -0.3 -0.6
N -1.553900 2.028119 1.983931 0.3 0.2 0.2
N -0.535648 1.836533 1.128439 -0.4 2.2 0.6
C 0.377094 2.779100 1.396344 -0.5 0.0 0.4
C 1.608002 2.649060 0.538238 0.5 1.0 0.1
O 2.449499 3.527626 0.426287 -0.3 -0.1 0.2
O 1.592996 1.525954 -0.061748 0.6 -0.2 0.0
H -1.159739 5.298580 3.692044 0.2 0.0 -0.2
H -2.007950 3.321560 3.589116 -0.2 0.0 0.1
H -2.337955 1.387993 2.004744 0.2 0.0 -0.1
C 6.784311 0.783200 2.040552 -0.1 0.0 0.0
C 5.600530 0.202095 1.324389 0.0 0.0 0.0
C 5.180502 0.729364 0.109441 0.0 -0.2 0.0
C 4.095765 0.181463 -0.553016 0.0 0.0 -0.1
C 3.398916 -0.862391 0.016853 -0.3 0.0 -0.1
C 3.803671 -1.400314 1.224335 0.0 -0.2 0.1
C 4.912761 -0.879053 1.869725 -0.1 0.0 -0.1
S 1.930678 -1.495509 -0.782117 2.9 -1.9 -1.6
O 1.000130 -1.723483 0.328713 0.5 0.2 0.7
O 2.334591 -2.706093 -1.451371 -0.1 0.0 0.2
O 1.454988 -0.455570 -1.683689 0.4 0.1 0.3
H 7.261639 1.545053 1.428734 0.1 0.0 0.0
H 7.506675 -0.001218 2.268680 0.1 0.1 0.0
H 6.474990 1.243142 2.979011 0.0 0.0 0.1
H 5.690670 1.584458 -0.310683 0.1 0.0 -0.1
H 3.760539 0.555088 -1.505884 0.0 0.2 0.0
H 3.233607 -2.215502 1.647127 0.0 0.0 0.1
H 5.234522 -1.296341 2.816415 0.0 0.0 0.0
C -2.336630 4.626020 -3.262452 0.4 -0.7 0.2
Si -1.589585 3.675196 -1.763851 -0.8 1.3 0.2
C -0.347415 4.993951 -1.114901 -0.1 -0.8 -0.1
C -3.113470 3.717087 -0.567935 0.7 -0.4 -0.2
Sb -0.809067 1.155131 -1.993925 -0.9 1.4 -2.0
Si 1.045592 1.602802 -3.766407 0.4 0.5 -1.0
C 1.533842 -0.039753 -4.633435 -0.2 0.5 0.7
C 2.503426 2.617989 -3.038394 -0.5 -0.7 0.1
C 0.366653 2.756086 -5.165888 0.1 -0.5 0.8
Si -2.804363 0.605835 -3.710733 -1.2 -0.5 -0.4
C -4.401261 0.605904 -2.602053 0.8 0.0 0.0
C -3.422915 1.691527 -5.201687 0.8 0.0 0.7
C -2.596305 -1.099156 -4.590015 0.4 0.5 0.6
H -2.631186 5.625727 -2.960442 0.0 0.2 0.3
H -3.213769 4.130227 -3.653429 -0.3 -0.1 -0.1
H -1.627984 4.725600 -4.073575 0.2 0.0 -0.3
H -0.861820 5.842391 -0.669382 -0.3 0.1 0.0
H 0.248079 5.372358 -1.940209 0.1 0.0 -0.2
H 0.343980 4.605331 -0.377177 0.2 0.1 0.1
H -3.325687 4.723071 -0.214201 0.1 0.2 0.0
H -2.963883 3.083330 0.300286 0.0 -0.1 0.1
H -3.997441 3.354492 -1.082847 -0.2 -0.1 -0.2
H 1.726862 -0.785461 -3.868753 0.0 -0.1 0.0
H 2.420462 0.043691 -5.257335 0.1 0.2 -0.1
H 0.713880 -0.402420 -5.249155 -0.2 0.0 -0.1
H 2.718327 2.293018 -2.026658 0.1 0.0 0.2
H 2.248411 3.673868 -2.978349 -0.2 0.1 0.0
H 3.417781 2.528855 -3.621675 0.0 -0.1 -0.2
H -0.609785 2.439056 -5.506783 -0.3 -0.1 -0.1
H 1.030760 2.769449 -6.022416 0.3 -0.1 -0.2
H 0.276899 3.774888 -4.810521 0.0 0.3 0.2
H -4.949501 1.537114 -2.719076 0.0 0.2 -0.1
H -4.129543 0.517591 -1.551468 0.0 -0.1 0.1
H -5.085853 -0.203091 -2.842165 0.0 -0.2 -0.2
H -3.870456 2.613994 -4.854026 -0.1 0.2 0.0
H -4.177798 1.148426 -5.762822 -0.1 -0.3 0.1
H -2.635553 1.954196 -5.898021 0.2 0.0 -0.2
H -2.015073 -1.775003 -3.969105 0.0 -0.1 0.0
H -2.060913 -0.966644 -5.525510 0.1 0.1 -0.2
H -3.542849 -1.578130 -4.826818 -0.3 0.1 0.0
```
Positions in Å, forces in eV/Å.

Here are the Mulliken charges for atoms 1 to 6, given in e: V -1.707; N -0.370; C -0.089; S -0.443; N -1.303; N 1.757

=====

Below is a structure of composition C34H48NO2ReSe in a non-equilibrium geometry, with properties calculated with ωB97M-V with the def2-TZVPD basis set.

As for the charge: +1. Its frontier orbital gap (alpha / beta) is 7.6 / 5.9 eV. As for the spin multiplicity: 4. The calculation puts the energy relative to the best compared isomer or geometry (same formula, charge and spin) at 17.63 kJ/mol.

XYZ file:
```
87
Properties=species:S:1:pos:R:3:forces:R:3
Re 0.233485 -0.312702 0.680437 -0.1 -0.4 -0.9
C 4.326968 6.356054 0.118714 0.0 0.0 0.0
C 2.890691 5.944701 -0.207059 0.0 0.0 0.0
C 1.938081 6.766385 0.674096 0.0 0.0 0.0
C 2.617756 6.260156 -1.687647 0.0 0.0 0.0
C 2.651587 4.451278 0.023194 0.2 0.0 0.0
C 1.382691 3.924820 -0.169785 -0.2 0.0 0.1
C 1.177587 2.567696 -0.024538 -0.3 -0.1 -0.1
Se -0.521649 1.771722 -0.557801 0.1 -0.2 0.2
C -1.918193 1.969184 0.781338 0.2 0.0 -0.2
C -2.687229 3.116352 0.783915 0.1 0.0 0.0
C -3.826979 3.178836 1.571202 -0.1 0.0 0.1
C -4.116919 2.066510 2.358697 0.1 0.1 0.1
C -3.348275 0.900264 2.397439 -0.1 -0.1 0.1
C -2.250356 0.839108 1.535646 0.1 0.0 -0.1
O -1.483212 -0.311168 1.418978 -0.6 0.4 0.6
C -3.665401 -0.231611 3.388159 0.0 0.0 0.0
C -2.519244 -0.299827 4.410796 -0.1 0.0 0.0
C -3.842542 -1.572195 2.659872 0.0 -0.1 0.0
C -4.954545 0.032986 4.174325 0.0 0.0 0.0
C -4.717201 4.422498 1.516185 0.0 0.0 0.0
C -5.286243 4.552052 0.094226 0.0 0.0 0.0
C -5.884615 4.340227 2.500847 0.0 0.0 0.0
C -3.886394 5.670232 1.852262 0.0 0.0 0.0
C 2.216631 1.684588 0.284807 -0.1 0.0 0.0
O 1.963225 0.326200 0.365686 0.6 0.6 0.2
C 3.491126 2.187624 0.544525 0.1 -0.1 0.1
C 3.665720 3.564947 0.384673 0.0 0.0 0.0
C 4.628353 1.273302 1.032246 0.0 0.0 0.0
C 4.945239 0.189322 -0.011020 0.0 0.0 0.0
C 4.215984 0.621504 2.362943 0.0 0.0 0.0
C 5.918585 2.060811 1.287459 0.0 0.0 -0.1
H 4.439092 7.427046 -0.057310 0.0 0.0 0.0
H 4.576189 6.164325 1.165891 0.0 0.0 -0.1
H 5.052690 5.841747 -0.515769 0.0 0.0 0.0
H 2.116871 7.832680 0.519545 0.0 0.0 0.0
H 0.889839 6.569822 0.438186 0.0 0.0 0.0
H 2.097647 6.543709 1.731971 0.0 0.0 0.0
H 2.824070 7.313578 -1.891676 0.0 0.0 0.0
H 3.255612 5.655122 -2.336445 0.0 0.0 0.0
H 1.576778 6.063024 -1.954450 0.0 0.0 0.0
H 0.551180 4.565633 -0.437711 0.0 0.0 0.0
H -2.400076 3.951368 0.156684 0.0 0.0 0.0
H -4.983732 2.113242 2.997525 0.0 0.0 0.0
H -1.555231 -0.451196 3.931460 0.0 0.0 0.0
H -2.468161 0.632304 4.977749 0.0 0.0 0.0
H -2.692410 -1.117985 5.117041 0.0 0.1 -0.1
H -2.947678 -1.876164 2.117367 -0.1 0.0 0.1
H -4.089554 -2.352038 3.385235 0.0 0.0 0.0
H -4.665116 -1.508416 1.944366 0.0 0.0 0.0
H -4.899094 0.958732 4.751441 0.0 -0.1 0.0
H -5.829902 0.075325 3.521306 0.0 0.0 0.0
H -5.109467 -0.785063 4.880928 0.0 0.0 0.0
H -5.840951 3.652950 -0.185626 0.0 0.0 0.0
H -5.967984 5.404690 0.038996 0.1 0.0 0.0
H -4.494434 4.706717 -0.643031 0.0 0.0 0.0
H -6.546641 3.500014 2.277806 0.0 0.0 0.0
H -5.536925 4.250339 3.533703 0.0 0.0 0.0
H -6.477465 5.253621 2.429371 0.0 0.0 0.0
H -3.076914 5.827799 1.136066 0.0 0.0 0.0
H -4.523045 6.557654 1.831336 0.0 0.0 0.0
H -3.448263 5.588164 2.850273 0.0 0.0 0.0
H 4.650504 3.969034 0.556861 0.0 0.0 0.0
H 4.131042 -0.527424 -0.112732 0.0 0.0 0.0
H 5.140155 0.636873 -0.988465 0.0 0.0 0.0
H 5.840965 -0.357448 0.293554 0.0 0.0 0.0
H 3.342280 -0.018683 2.247918 0.0 0.0 0.0
H 5.037508 0.006792 2.740129 0.0 0.0 0.0
H 3.991140 1.384672 3.111392 0.0 0.0 0.0
H 6.306284 2.514404 0.371466 0.0 0.0 0.1
H 5.778344 2.843277 2.036225 0.0 0.0 0.0
H 6.680694 1.377382 1.664768 0.0 0.0 0.0
C 1.614337 -2.614759 -1.410342 0.0 0.0 0.0
C 1.353148 -3.091586 -0.038757 0.0 0.0 0.1
C 1.581303 -4.420771 0.451879 0.1 0.1 -0.3
C 1.204261 -4.434770 1.750008 -0.2 0.1 0.3
C 0.739220 -3.109704 2.059173 0.0 0.0 0.2
C 0.212249 -2.625024 3.349202 0.0 0.0 0.0
N 0.833037 -2.307235 0.965639 0.2 -0.6 -0.2
H 2.245586 -3.326745 -1.940658 0.0 0.0 0.0
H 2.096714 -1.637948 -1.406111 0.0 0.1 0.0
H 0.671616 -2.514373 -1.956838 0.0 0.0 0.0
H 1.991967 -5.237059 -0.123125 0.0 0.1 0.0
H 1.238382 -5.265124 2.440149 0.0 0.1 0.0
H 0.362219 -3.362571 4.134415 0.0 0.0 0.0
H -0.859089 -2.425337 3.257571 0.0 0.0 0.0
H 0.694718 -1.687540 3.632411 0.0 0.0 0.0
```
Positions in Å, forces in eV/Å.

Here are the Mulliken charges for atoms 1 to 6, given in e: Re 0.600; C -2.123; C 1.975; C -1.623; C -1.589; C -0.975